Entry 1:
Computed, not measured: C18H38Br4CaCl2KN3O12S as an isolated structure, with wB97M-V/def2-TZVPD.

```
80
C18H38Br4CaCl2KN3O12S, DFT wB97M-V/def2-TZVPD
C -2.641 3.710 0.904
C -3.227 2.223 1.177
C -3.850 1.477 -0.114
N -3.244 1.656 2.330
C -1.871 1.194 2.793
C -1.806 -0.378 2.718
C -0.457 -0.984 2.140
C -0.298 -0.853 0.574
C 0.234 0.580 0.135
S 1.393 0.562 -1.318
O 2.140 1.925 -1.270
O 2.430 -0.553 -1.239
Cl 0.077 0.284 -3.184
O -1.724 1.662 4.160
C -0.719 2.656 4.108
O -0.902 3.801 4.461
H -1.529 3.583 0.711
H -2.744 4.387 1.786
H -3.107 4.138 -0.048
H -3.676 0.341 -0.089
H -4.931 1.763 -0.235
H -3.290 1.915 -0.993
H -1.099 1.731 2.180
H -1.893 -0.748 3.784
H -2.668 -0.847 2.166
H -0.460 -2.094 2.367
H 0.476 -0.585 2.638
H -1.214 -1.160 -0.005
H 0.516 -1.584 0.271
H 0.717 1.031 1.055
H -0.685 1.222 -0.054
H 0.293 2.388 3.673
C 2.437 -5.035 -4.166
C 2.168 -4.162 -2.985
O 1.488 -4.440 -2.041
N 2.763 -2.811 -2.898
C 3.856 -2.729 -1.873
H 1.631 -5.759 -4.268
H 2.480 -4.436 -5.079
H 3.386 -5.557 -4.026
H 3.081 -2.490 -3.813
H 1.994 -2.227 -2.528
H 4.269 -1.723 -1.919
H 4.623 -3.464 -2.119
H 3.430 -2.912 -0.890
Br 3.689 2.397 -0.109
K -2.827 2.630 -2.474
O 5.732 3.878 1.739
H 5.218 4.431 2.330
C 5.581 0.346 3.464
C 4.777 1.375 4.242
C 5.142 1.368 5.718
O 3.385 1.093 4.091
H 5.384 -0.668 3.835
H 5.294 0.359 2.410
H 6.653 0.541 3.539
H 4.952 2.369 3.826
H 4.931 0.392 6.168
H 4.546 2.104 6.262
H 6.201 1.597 5.864
H 3.221 0.214 4.454
Cl 1.091 3.487 5.937
C -1.136 -3.920 -3.539
N -1.923 -2.792 -4.086
O -2.600 -2.164 -3.296
O -1.842 -2.550 -5.283
H -1.320 -3.994 -2.471
H -1.451 -4.829 -4.049
H -0.093 -3.696 -3.734
Ca -1.171 1.066 -4.879
C -4.958 2.874 -7.188
O -5.783 3.002 -8.111
O -5.189 1.732 -6.447
O -3.995 3.590 -6.846
H -5.960 1.487 -6.992
C -6.620 -0.796 1.390
Br -7.651 0.076 0.001
Br -7.755 -1.700 2.666
Br -5.280 -1.981 0.656
H -6.090 -0.017 1.932
```

E_LUMO, Ha: -0.151
HOMO-LUMO gap, eV: 1.34
HOMO, Eh: -0.2007

=====

Entry 2:
Computed, not measured: one molecule with the formula C6H15B, with wB97M-V/def2-TZVPD.

```
22
C6H15B, DFT wB97M-V/def2-TZVPD
B 0.869 0.157 -1.645
C 0.809 0.028 -0.088
C 1.500 1.194 0.567
C 1.302 -1.305 0.476
C -0.694 0.069 0.345
C -1.602 1.203 -0.181
C -1.511 -1.280 0.173
H 1.834 0.654 -2.174
H 0.018 -0.291 -2.288
H 1.946 1.117 1.563
H 0.861 1.978 0.401
H 2.375 1.645 -0.030
H 0.685 -2.179 0.012
H 0.972 -1.402 1.434
H 2.392 -1.401 0.518
H -0.847 0.244 1.490
H -2.203 1.048 -1.153
H -2.335 1.438 0.579
H -0.879 2.071 -0.490
H -1.497 -1.667 -0.955
H -1.346 -2.109 0.909
H -2.650 -1.210 0.536
```

Structure (SMILES): BC(C)(C)C(C)C
E_LUMO, Ha: 0.012
HOMO-LUMO gap, eV: 10.57
HOMO, Eh: -0.3765

=====

Entry 3:
Computed, not measured: a 2-piece molecular cluster, C7H8O overall, with wB97M-V/def2-TZVPD.

```
16
C7H8O, DFT wB97M-V/def2-TZVPD
C 2.277 1.069 -1.853
C 1.419 0.759 -1.053
C 0.646 -0.729 2.255
C -2.043 1.104 -0.708
C 0.546 -1.068 0.966
C -1.357 0.464 0.215
C -0.566 -0.740 0.115
O -0.699 -1.368 -1.129
H 2.892 1.537 -2.518
H 1.519 -1.154 2.780
H -0.129 -0.133 2.761
H -2.418 1.988 -0.337
H -2.176 0.923 -1.810
H 1.311 -1.636 0.576
H -1.395 0.707 1.213
H 0.172 -1.722 -1.472
```

E_LUMO (alpha / beta), Ha: -0.071 / -0.078
HOMO-LUMO gap (alpha / beta), eV: 6.27 / 5.73
HOMO (alpha / beta), Eh: -0.3013 / -0.2885

=====

Entry 4:
Computed, not measured: a 9-piece molecular cluster, C27H54FIN3O10S3 overall, with wB97M-V/def2-TZVPD.

```
99
C27H54FIN3O10S3, DFT wB97M-V/def2-TZVPD
C -1.717 -4.003 -1.361
C -1.104 -3.812 0.007
O -1.730 -3.277 0.876
N 0.232 -4.411 0.330
H 0.551 -4.999 -0.280
H 0.800 -3.617 0.365
C 0.378 -5.288 1.527
H -0.939 -4.574 -2.033
H -1.945 -2.986 -1.593
H -2.491 -4.639 -1.250
H 1.368 -5.321 1.527
H -0.023 -6.230 1.574
H 0.314 -4.639 2.394
C 3.283 0.987 0.637
C 1.837 1.156 0.323
O 1.436 2.221 -0.015
N 0.869 0.087 0.265
H 0.413 -0.173 -0.659
H 1.158 -1.009 0.465
C -0.283 0.487 1.106
H 3.653 1.705 1.495
H 3.908 0.984 -0.195
H 3.362 -0.027 1.175
H -1.048 1.096 0.605
H -0.162 1.087 1.805
H -1.055 -0.250 1.407
C 4.500 -4.698 -0.077
C 4.460 -3.551 -1.130
O 5.505 -3.121 -1.576
N 3.112 -3.287 -1.668
H 2.553 -4.136 -1.680
H 2.581 -2.806 -0.831
C 2.860 -2.248 -2.647
H 3.595 -5.218 0.000
H 4.680 -4.101 0.830
H 5.152 -5.375 -0.265
H 3.378 -2.366 -3.643
H 3.238 -1.279 -2.293
H 1.814 -2.097 -2.798
I -0.758 -0.395 -2.926
O 1.822 -2.222 0.658
H 2.277 -1.652 1.380
F 4.158 6.100 -3.735
C 4.070 4.740 -3.411
C 5.173 4.235 -2.751
C 5.364 2.883 -2.470
C 4.341 2.008 -3.029
C 3.141 2.665 -3.577
C 3.107 3.901 -3.874
H 5.960 4.822 -2.522
H 6.153 2.353 -1.896
H 4.327 0.918 -2.900
H 2.210 1.913 -3.744
H 2.122 4.311 -4.273
C -1.313 3.987 -2.199
C -1.404 5.467 -1.779
C -2.183 5.574 -0.725
S -3.543 4.511 -1.074
O -4.659 5.161 -1.777
O -3.854 3.752 0.152
C -2.746 3.445 -2.202
H -0.731 3.442 -1.508
H -0.938 4.129 -3.127
H -2.037 5.932 -2.474
H -0.433 5.819 -1.424
H -2.539 6.469 -0.481
H -1.664 5.254 0.173
H -2.887 3.706 -3.195
H -2.573 2.281 -2.035
C -6.654 0.993 -0.321
C -5.942 -0.060 -1.159
C -5.370 -1.069 -0.276
S -4.778 -0.182 1.076
O -3.476 0.280 0.849
O -4.937 -1.064 2.146
C -5.998 1.025 1.107
H -7.683 0.857 -0.370
H -6.684 2.218 -0.697
H -4.975 0.472 -1.579
H -6.461 -0.202 -2.134
H -4.538 -1.754 -0.636
H -6.040 -1.812 -0.014
H -5.461 2.020 1.284
H -6.585 0.997 1.988
C -0.273 -1.801 4.108
C -0.619 -0.804 5.153
C 0.300 0.319 4.947
S 1.776 -0.470 4.620
O 2.388 -0.600 5.929
O 2.428 0.292 3.572
C 1.254 -1.983 4.092
H -0.706 -1.398 3.198
H -0.859 -2.623 4.479
H -0.716 -1.261 6.037
H -1.611 -0.642 5.185
H 0.747 0.888 5.695
H -0.047 0.764 3.952
H 1.302 -2.900 4.756
H 1.759 -2.284 3.038
```

Net charge: +1
E_LUMO, Ha: -0.144
HOMO-LUMO gap, eV: 6.39
HOMO, Eh: -0.3786

=====

Entry 5:
Computed, not measured: C23H45Cl3N2O6PSiTm as an isolated structure, with wB97M-V/def2-TZVPD.

```
82
C23H45Cl3N2O6PSiTm, DFT wB97M-V/def2-TZVPD
C 2.428 -1.644 -5.883
C 1.563 -0.666 -5.145
H 2.903 -1.280 -6.811
H 1.807 -2.502 -6.178
H 3.239 -1.957 -5.232
C 0.508 -0.072 -5.725
C 0.232 -0.122 -7.183
H -0.251 0.403 -5.101
H -0.297 -1.066 -7.395
H 1.147 -0.101 -7.791
H -0.446 0.671 -7.543
Tm -1.299 -0.853 1.560
Cl 1.726 -0.893 3.053
Cl -1.721 -3.262 2.100
C 0.450 2.024 1.442
O -0.573 1.378 1.846
N 0.384 3.340 1.273
C -0.946 3.912 1.105
C 1.531 4.242 1.317
H 1.394 1.539 1.146
H -1.668 3.187 1.507
H -1.144 4.079 0.031
H -0.989 4.870 1.644
H 2.406 3.724 1.745
H 1.257 5.103 1.943
H 1.794 4.620 0.316
H -2.131 -1.526 -2.587
H -2.903 1.055 -3.717
C -3.200 -1.353 -2.349
C -3.722 0.997 -2.988
N -3.376 0.049 -1.944
H -3.499 -2.048 -1.549
C -3.185 0.424 -0.694
O -2.841 -0.427 0.189
H -3.872 1.976 -2.520
H -3.366 1.459 -0.394
H -3.801 -1.502 -3.254
H -4.639 0.658 -3.483
O 0.922 -1.812 -3.164
C 1.719 -0.711 -3.624
C -0.047 0.863 -2.793
C 1.298 0.555 -2.936
H -0.765 0.095 -3.071
C -0.415 2.172 -2.454
H 2.759 -0.892 -3.353
C 2.291 1.404 -2.449
H -1.468 2.481 -2.501
C 0.581 3.102 -2.133
C 1.930 2.692 -2.067
H 3.318 1.028 -2.501
H 0.340 4.160 -2.036
H 2.733 3.376 -1.767
Si 0.895 -3.383 -2.822
Cl 0.472 -0.568 0.096
C -0.896 -3.759 -2.386
C 1.618 -3.630 -1.057
C 1.980 -4.347 -3.928
H -1.621 -3.328 -3.093
H -1.104 -3.352 -1.376
H -0.992 -4.858 -2.342
H 1.621 -4.332 -4.964
H 2.051 -5.390 -3.615
H 2.992 -3.917 -3.840
H 2.394 -2.891 -0.805
H 2.029 -4.659 -1.126
H 0.811 -3.562 -0.312
C 0.400 -2.812 5.190
O 0.584 -1.398 5.566
P 0.459 -0.367 4.430
O 0.775 1.053 4.934
C 0.412 1.204 6.385
O -0.998 -0.410 3.789
C -2.314 -0.022 4.526
H 1.371 -3.264 4.968
H -0.272 -2.977 4.329
H -0.031 -3.255 6.085
H -0.538 0.685 6.633
H 1.259 0.760 6.933
H 0.339 2.282 6.576
H -3.114 -0.465 3.913
H -2.272 -0.462 5.531
H -2.397 1.072 4.553
```

Multiplicity: 3
E_LUMO (alpha / beta), Ha: 0.011 / 0.010
HOMO-LUMO gap (alpha / beta), eV: 3.28 / 4.24
HOMO (alpha / beta), Eh: -0.1098 / -0.1457